ORCA calculation (ωB97M-V/def2-TZVPD) on a cluster of 2 separate species, CH4N3P in total.

The value obtained for the LUMO energy is -1.89 eV. For the highest occupied orbital energy, the calculation gives -10.167 eV. The value obtained for the relative energy (zero: lowest compared OMol25 entry of this formula, charge and spin) is 54.4 kcal per mole. The calculation puts the HOMO-LUMO gap at 8.3 eV. The multiplicity is 1. As for the maximum force: 5.95 eV/A.

XYZ file:
```
9
CH4N3P | OMol25 | ωB97M-V/def2-TZVPD
H -0.127 -2.511 -0.632
N -0.199 -1.611 -0.156
P -1.363 -0.626 -0.683
C -1.361 0.867 0.289
N -1.598 1.992 0.469
N 1.496 0.616 0.103
H 1.057 0.596 1.107
H 0.702 0.975 -0.534
H 1.392 -0.300 0.036
```